Entry 1:
DFT (ωB97M-V/def2-TZVPD) results for a structure of composition C9H16F6IrNO7PS4.

Geometry as XYZ:
```
45
Properties=species:S:1:pos:R:3:forces:R:3
Ir 4.443321 0.646944 0.316700 -0.1 0.1 0.1
C 7.183107 0.746832 4.940816 0.0 0.0 0.0
C 5.911857 1.435578 4.493633 0.0 0.0 0.0
O 5.660290 1.051659 3.146828 0.0 0.0 0.0
P 4.385658 1.688666 2.337364 -0.1 0.0 -0.1
S 5.968362 -0.089276 -1.001177 0.1 0.0 -0.1
S 2.792775 1.727461 3.503454 0.0 0.0 0.0
O 4.843712 3.262964 2.199398 0.0 0.0 0.0
C 5.897979 3.634211 1.310033 0.0 0.0 0.0
C 7.263316 3.564285 1.968777 0.0 0.0 0.0
H 7.405623 1.000076 5.980036 0.0 0.0 0.0
H 8.026551 1.050880 4.318882 0.0 0.0 0.0
H 7.074381 -0.335158 4.859579 0.0 0.0 0.0
H 6.013606 2.524016 4.555083 0.0 0.0 0.0
H 5.060326 1.149231 5.114996 0.0 0.0 0.0
H 5.674856 4.660318 1.006207 0.0 0.0 0.0
H 5.877758 2.993311 0.423718 0.0 0.0 0.0
H 7.282902 4.159175 2.884653 0.0 0.0 0.0
H 8.019778 3.955638 1.284023 0.0 0.0 0.0
H 7.517426 2.532805 2.209734 0.0 0.0 0.0
C 1.431132 -0.101746 0.494182 0.0 0.0 0.0
O 1.643265 1.189426 -0.094886 0.0 0.0 0.0
C 2.893117 1.627712 -0.132422 0.1 0.0 0.0
C 2.909085 3.021958 -0.685547 0.0 0.0 0.0
H 0.364624 -0.295729 0.409398 0.0 0.0 0.0
H 1.734606 -0.076014 1.540275 0.0 0.0 0.0
H 2.006685 -0.851484 -0.050601 0.0 0.0 0.0
H 2.754010 3.704170 0.156323 0.0 0.0 0.0
H 2.102767 3.169026 -1.406796 0.0 0.0 0.0
H 3.874224 3.242215 -1.133081 0.0 0.0 0.0
F -8.315759 -5.427176 -4.072408 0.0 0.0 0.0
C -8.502545 -5.269289 -2.760986 0.0 0.0 0.0
F -7.518238 -5.919070 -2.123688 0.0 0.0 0.0
F -9.658974 -5.856817 -2.431216 0.0 0.0 0.0
S -8.498267 -3.486314 -2.274423 0.0 0.1 0.0
O -7.247260 -2.991013 -2.765440 0.0 0.0 0.0
O -8.723895 -3.540245 -0.859990 0.0 0.0 0.0
N -9.783386 -2.887220 -2.957978 0.0 -0.1 0.0
S -9.923718 -2.378774 -4.440311 -0.1 0.1 0.0
O -8.866544 -2.718574 -5.346869 0.0 0.0 0.0
O -10.475033 -1.054329 -4.475774 0.0 0.0 0.0
C -11.347716 -3.418709 -4.991504 0.0 0.0 0.1
F -11.064687 -4.724337 -4.942732 0.0 0.0 0.0
F -12.435900 -3.203331 -4.245278 0.0 0.0 0.0
F -11.655186 -3.113962 -6.260983 0.0 0.0 0.0
```
Forces are in eV/Å.

The net charge is -2. The calculation puts the LUMO energy (alpha / beta) at 4.106 / 3.761 eV. As for the total energy: -3571.762442 Eh. As for the multiplicity: 2. The strongest force on any atom comes out at 0.170 eV Å⁻¹. The energy above the lowest of the compared OMol25 structures with the same formula, charge and spin is 0.0 kJ/mol.



Entry 2:
DFT (ωB97M-V/def2-TZVPD) results for a structure of composition C9H16F8K2NO13PS2 at a distorted geometry.

Geometry as XYZ:
```
52
Properties=species:S:1:pos:R:3:forces:R:3
K 3.472616 -1.067265 -0.703507 0.0 0.8 -0.1
K -0.817901 -0.863245 -3.132503 -0.2 0.7 0.0
N 2.991636 2.969526 -4.375846 -2.9 -2.5 -0.7
S 1.936292 1.838235 -5.101210 -4.0 2.0 -1.9
O 0.674836 1.514202 -4.375297 2.9 0.6 -1.0
O 2.489259 0.818006 -5.946778 -0.1 0.2 1.2
F 1.501485 2.926256 -6.191239 -0.5 -0.4 0.6
S 3.940764 1.870050 -3.889884 7.2 -3.7 3.5
O 4.943211 1.392819 -4.847695 -2.0 0.6 1.1
O 3.510295 0.846241 -2.871578 -0.6 1.2 -2.3
F 4.870485 2.678675 -2.900196 -0.2 1.2 0.0
P 0.206917 0.939325 -0.184287 -0.9 4.6 0.6
F -0.466185 2.033966 -1.262883 1.3 -1.1 1.0
F -1.020182 -0.028733 -0.566467 -0.8 -0.8 0.4
F 1.015869 0.197479 -1.386060 0.8 0.2 0.2
F 0.726928 -0.072838 0.896649 0.9 -2.0 0.4
F 1.448738 1.946066 0.232782 -0.6 -1.0 -1.5
F -0.625164 1.661950 1.052560 -0.5 -0.5 -1.0
C -2.049803 -0.713564 2.783940 1.8 0.8 -1.2
C -0.715274 -1.070157 3.423101 0.3 1.1 -1.8
O -1.117475 -1.520520 4.642290 0.4 -0.8 2.9
C -2.374505 -1.928202 4.578123 -2.0 -2.5 3.1
O -2.979845 -2.587018 5.408811 1.5 1.2 -1.1
O -2.934026 -1.554960 3.462901 -1.3 0.6 -1.8
H -1.956564 -0.909762 1.715801 -0.7 0.0 0.0
H -2.192990 0.353350 2.955061 -0.8 -0.1 0.0
H -0.125309 -0.161471 3.542849 0.4 -0.4 -0.2
H -0.219855 -1.880030 2.887597 0.4 0.2 -0.1
C -3.688787 1.687112 -0.626218 0.3 -1.3 0.8
O -4.802135 1.373447 -1.562654 1.3 3.4 3.5
C -4.667630 0.435215 -2.372616 -0.6 -3.3 -2.9
O -3.769559 -0.387190 -2.507057 -0.1 0.7 0.2
O -5.811778 0.413718 -3.132550 0.6 1.0 1.0
C -6.126439 -0.773037 -3.768500 0.3 -1.8 -0.7
H -4.047575 2.145708 0.295229 -0.7 0.9 -0.8
H -2.811538 2.166060 -1.061115 -0.6 0.3 -0.4
H -3.284897 0.793262 -0.150828 -0.2 -0.6 -0.8
H -5.829641 -1.629082 -3.162542 0.0 0.0 0.1
H -5.591016 -0.887510 -4.711008 0.0 0.2 -0.2
H -7.194560 -0.874171 -3.960859 0.0 0.6 0.1
C 4.411735 -3.357904 2.418531 0.8 1.5 -0.4
O 3.550441 -2.491758 3.149718 -1.3 -0.5 2.6
C 3.561740 -1.171750 3.034937 0.9 0.7 -3.1
O 4.073466 -0.690367 2.012534 -0.5 0.3 1.2
O 2.916588 -0.518231 3.976650 0.3 -1.7 1.6
C 2.785045 0.907697 3.947118 0.1 0.6 -2.3
H 5.366887 -2.841322 2.324031 0.1 -0.1 -0.2
H 3.996606 -3.485380 1.418765 0.0 -0.5 0.1
H 4.613675 -4.277497 2.967769 -0.7 0.1 0.0
H 2.163438 1.020072 3.058817 0.1 0.9 -0.1
H 3.754673 1.382229 3.796278 0.0 -0.2 -0.1
H 2.297011 1.432295 4.768535 0.0 -1.3 0.5
```
Forces are in eV/Å.

The calculation puts the LUMO energy at -1.278 eV. As for the total energy: -4522.200284 Eh. As for the multiplicity: 1. The strongest force on any atom comes out at 8.787 eV Å⁻¹.